C2H3N5O | wB97M-V/def2-TZVPD

Properties
Kohn-Sham gap = 10.230 eV
Charge = 0
SMILES = [H]/N=C\n1nno/c1=N/[H]
Multiplicity = 1
Electronic energy = -426.8356 Ha

Atoms and positions in Å:
H: -2.13 0.52 0.56
N: -1.58 1.24 0.88
C: -0.22 1.31 0.86
N: 0.73 0.06 0.47
N: 1.78 0.50 -0.44
N: 2.08 -0.20 -1.42
O: 1.03 -1.19 -1.41
C: 0.12 -0.98 -0.54
N: -0.80 -1.86 -0.40
H: -1.36 -1.72 0.32
H: 0.34 2.33 1.13

natural (NBO) population analysis, charges in e, atoms 1 to 6: atom 1 (H): 0.37, atom 2 (N): -0.61, atom 3 (C): 0.26, atom 4 (N): -0.33, atom 5 (N): -0.03, atom 6 (N): 0.16

***

C40H41Br2I2N5O4SSn | wB97M-V/def2-TZVPD

Properties
Kohn-Sham gap = 7.169 eV
Charge = 0
Multiplicity = 1
Electronic energy = -8479.5816 Ha

Atoms and positions in Å:
Sn: -0.35 0.54 0.44
I: -7.39 4.29 0.52
C: -5.57 3.31 0.85
C: -4.82 3.60 1.98
C: -3.62 2.94 2.18
I: -2.46 3.35 3.87
C: -3.12 1.98 1.28
O: -2.01 1.35 1.51
C: -3.91 1.71 0.14
C: -3.39 0.72 -0.87
N: -2.13 1.20 -1.44
C: -2.18 2.49 -2.08
C: -0.92 3.31 -1.88
C: -0.61 4.32 -2.78
C: 0.48 5.14 -2.53
C: 1.21 4.93 -1.37
C: 0.83 3.90 -0.53
N: -0.20 3.10 -0.78
C: -5.11 2.37 -0.07
H: -5.17 4.33 2.70
H: -3.17 -0.23 -0.37
H: -4.16 0.53 -1.63
H: -1.72 0.49 -2.04
H: -2.41 2.42 -3.15
H: -2.99 3.07 -1.63
H: -1.22 4.47 -3.66
H: 0.75 5.93 -3.22
H: 2.06 5.56 -1.11
H: 1.36 3.70 0.40
H: -5.70 2.15 -0.95
C: 0.48 -3.21 1.25
C: 1.22 -2.38 2.27
C: 1.98 -3.00 3.29
C: 2.66 -2.24 4.19
C: 2.60 -0.83 4.09
C: 3.30 0.07 4.94
Br: 4.39 -0.59 6.35
C: 3.21 1.42 4.75
C: 2.41 1.93 3.72
Br: 2.33 3.81 3.47
C: 1.67 1.13 2.85
O: 0.93 1.61 1.91
C: 1.80 -0.29 3.06
N: 1.13 -1.08 2.18
H: -0.37 -3.70 1.71
H: 1.14 -3.99 0.85
H: 0.12 -2.57 0.44
H: 2.01 -4.08 3.34
H: 3.25 -2.69 4.97
H: 3.75 2.10 5.38
N: -4.17 -3.35 4.70
C: -3.38 -2.71 3.78
C: -2.54 -1.66 4.15
C: -1.75 -1.06 3.19
N: -1.72 -1.43 1.91
C: -2.53 -2.43 1.56
C: -3.37 -3.09 2.43
H: -4.32 -2.92 5.59
H: -4.89 -3.97 4.37
H: -2.52 -1.30 5.17
H: -1.11 -0.22 3.46
H: -2.51 -2.71 0.51
H: -4.00 -3.90 2.08
C: 1.62 -2.12 -3.71
C: 0.65 -3.20 -3.26
S: -0.97 -2.45 -2.96
O: -0.77 -1.53 -1.79
C: -1.79 -3.93 -2.30
C: -3.30 -3.73 -2.28
H: 2.64 -2.50 -3.72
H: 1.58 -1.27 -3.03
H: 1.38 -1.77 -4.72
H: 0.96 -3.65 -2.32
H: 0.50 -3.98 -4.01
H: -1.38 -4.05 -1.29
H: -1.49 -4.78 -2.91
H: -3.57 -2.89 -1.64
H: -3.80 -4.62 -1.91
H: -3.67 -3.52 -3.29
C: 4.09 0.57 -0.07
C: 3.39 0.63 -1.40
O: 2.18 0.61 -1.47
C: 4.20 0.72 -2.65
C: 3.54 0.95 -3.86
C: 4.25 1.02 -5.04
C: 5.63 0.86 -5.03
C: 6.30 0.64 -3.84
C: 5.58 0.57 -2.65
H: 3.35 0.57 0.72
H: 4.76 1.43 0.05
H: 4.70 -0.34 0.00
H: 2.46 1.07 -3.84
H: 3.73 1.20 -5.98
H: 6.19 0.92 -5.96
H: 7.37 0.53 -3.83
H: 6.11 0.39 -1.72

Mulliken population analysis, charges in e, atoms 1 to 6: atom 1 (Sn): 2.02, atom 2 (I): 0.02, atom 3 (C): -0.52, atom 4 (C): -0.24, atom 5 (C): -0.34, atom 6 (I): -0.03

***

C6H10 | wB97M-V/def2-TZVPD

Properties
Kohn-Sham gap (spin up / spin down) = 8.138 / 8.137 eV
Charge = 0
Multiplicity = 1
Electronic energy = -234.4132 Ha

Atoms and positions in Å:
C: -1.06 0.81 -1.35
C: -0.08 -0.14 -0.71
C: 0.21 0.45 2.27
C: -0.28 -1.61 -0.97
C: 1.04 0.30 -0.15
C: 1.86 0.69 0.75
H: -0.90 1.84 -1.02
H: -2.09 0.52 -1.13
H: -0.94 0.78 -2.45
H: 0.30 -0.53 1.87
H: 0.11 1.45 1.84
H: -0.06 0.34 3.32
H: -1.30 -1.91 -0.73
H: -0.12 -1.83 -2.03
H: 0.42 -2.22 -0.38
H: 2.88 1.04 0.86

natural (NBO) population analysis, charges in e, atoms 1 to 6: atom 1 (C): -0.63, atom 2 (C): -0.01, atom 3 (C): -0.58, atom 4 (C): -0.63, atom 5 (C): -0.05, atom 6 (C): -0.24

***

C2H9NOS2 | wB97M-V/def2-TZVPD

Properties
Kohn-Sham gap = 9.068 eV
Charge = 0
SMILES = CSS.NCO
Multiplicity = 1
Electronic energy = -1007.9385 Ha

Atoms and positions in Å:
C: -1.48 -0.77 -1.45
S: -2.68 0.44 -0.88
S: -2.30 2.13 -2.07
H: -0.47 -0.40 -1.48
H: -1.54 -1.47 -0.62
H: -1.73 -1.31 -2.37
H: -3.59 2.29 -2.35
N: 2.74 -0.69 1.30
C: 1.74 0.30 1.60
O: 0.69 0.26 0.62
H: 2.53 -1.11 0.41
H: 2.73 -1.43 1.99
H: 2.16 1.30 1.59
H: 1.31 0.13 2.60
H: -0.12 0.33 1.13

natural (NBO) population analysis, charges in e, atoms 1 to 6: atom 1 (C): -0.76, atom 2 (S): 0.08, atom 3 (S): -0.14, atom 4 (H): 0.24, atom 5 (H): 0.23, atom 6 (H): 0.22

***

C36H39F2N4O7STeW | wB97M-V/def2-TZVPD

Properties
Kohn-Sham gap (spin up / spin down) = 4.867 / 4.609 eV
Charge = +1
Multiplicity = 1
Electronic energy = -3073.6286 Ha

Atoms and positions in Å:
W: -0.95 -1.10 0.12
C: 1.61 2.18 4.46
C: 0.12 2.08 4.77
N: -0.50 0.82 4.31
C: -0.81 -0.20 5.34
C: 0.29 -1.24 5.48
C: -0.73 0.61 3.03
S: -1.53 -0.87 2.57
N: -0.40 1.63 2.21
C: -0.15 1.63 0.95
O: 0.01 0.57 0.22
C: 0.05 2.92 0.25
C: 0.08 4.11 0.97
C: 0.28 5.31 0.31
C: 0.46 5.33 -1.07
C: 0.42 4.14 -1.79
C: 0.22 2.94 -1.13
H: 2.00 3.13 4.84
H: 1.79 2.13 3.39
H: 2.17 1.37 4.94
H: -0.41 2.90 4.30
H: -0.04 2.13 5.84
H: -1.75 -0.68 5.08
H: -0.96 0.33 6.28
H: 0.49 -1.72 4.52
H: -0.02 -2.01 6.19
H: 1.22 -0.79 5.85
H: -0.05 4.09 2.04
H: 0.31 6.24 0.87
H: 0.61 6.27 -1.59
H: 0.56 4.15 -2.86
H: 0.18 2.01 -1.67
O: -2.54 0.59 0.40
C: -3.72 0.50 0.63
C: -4.47 -0.72 0.64
C: -5.86 -0.64 0.84
C: -6.61 -1.78 0.80
C: -6.02 -3.03 0.60
C: -4.67 -3.13 0.43
C: -3.87 -1.98 0.44
O: -2.60 -2.09 0.24
N: -8.08 -1.68 0.95
O: -8.70 -2.72 0.95
O: -8.56 -0.57 1.07
H: -4.25 1.43 0.85
H: -6.34 0.31 1.01
H: -6.66 -3.91 0.58
H: -4.18 -4.09 0.30
C: 3.96 2.96 -4.56
O: 3.33 1.90 -3.85
C: 3.97 1.43 -2.75
C: 5.21 1.86 -2.31
C: 5.76 1.31 -1.15
C: 5.05 0.38 -0.42
C: 3.81 -0.07 -0.87
C: 3.29 0.42 -2.06
N: 2.06 0.01 -2.60
C: 1.29 -1.05 -2.28
C: 1.72 -2.36 -1.89
C: 3.00 -2.89 -2.06
C: 3.25 -4.22 -1.76
C: 2.23 -5.04 -1.29
C: 0.96 -4.52 -1.07
C: 0.72 -3.19 -1.34
O: -0.47 -2.63 -0.97
H: 4.14 3.82 -3.90
H: 3.28 3.25 -5.35
H: 4.90 2.64 -5.00
H: 5.77 2.60 -2.87
H: 6.74 1.64 -0.82
H: 5.46 -0.01 0.50
H: 3.24 -0.78 -0.30
H: 1.72 0.61 -3.33
H: 0.34 -1.03 -2.79
H: 3.79 -2.27 -2.46
H: 4.24 -4.63 -1.92
H: 2.43 -6.08 -1.06
H: 0.17 -5.12 -0.63
C: -1.45 0.60 -3.93
Te: -2.34 -0.43 -2.30
C: -2.35 -2.31 -3.27
H: -2.18 0.59 -4.73
H: -0.53 0.10 -4.24
H: -1.26 1.62 -3.62
H: -1.39 -2.48 -3.77
H: -3.17 -2.34 -3.98
H: -2.48 -3.05 -2.48
F: 0.40 -3.00 1.77
C: 0.89 -1.86 1.13
F: 1.32 -1.05 2.16
H: 1.79 -2.21 0.66

Mulliken population analysis, charges in e, atoms 1 to 6: atom 1 (W): 1.09, atom 2 (C): -0.95, atom 3 (C): -0.60, atom 4 (N): 0.19, atom 5 (C): -0.85, atom 6 (C): -0.72

***

C19H20BN8OPdS4 | wB97M-V/def2-TZVPD

Properties
Kohn-Sham gap (spin up / spin down) = 5.260 / 5.777 eV
Charge = 0
Multiplicity = 2
Electronic energy = -2994.8860 Ha

Atoms and positions in Å:
Pd: -0.59 0.69 -1.65
C: -2.89 2.79 0.17
C: -2.09 1.80 0.95
C: -1.77 1.75 2.31
C: -0.98 0.63 2.45
N: -0.85 0.04 1.25
N: -1.55 0.75 0.35
B: -0.08 -1.26 0.86
N: 1.23 -0.89 0.10
C: 2.51 -0.93 0.53
C: 3.33 -0.53 -0.50
C: 2.47 -0.24 -1.56
C: 2.74 0.27 -2.93
N: 1.22 -0.49 -1.18
N: -0.98 -1.99 -0.17
C: -1.55 -3.20 -0.23
C: -2.25 -3.31 -1.41
C: -2.06 -2.08 -2.06
C: -2.57 -1.60 -3.37
N: -1.29 -1.32 -1.29
N: 0.29 -2.00 2.13
C: 0.05 -3.21 2.69
C: 0.70 -3.27 3.90
C: 1.32 -2.02 4.03
C: 2.17 -1.48 5.13
N: 1.07 -1.28 2.96
H: -3.62 3.28 0.80
H: -3.38 2.28 -0.66
H: -2.23 3.55 -0.24
H: -2.06 2.45 3.07
H: -0.49 0.24 3.32
H: 2.75 -1.21 1.54
H: 4.40 -0.44 -0.49
H: 3.74 -0.01 -3.26
H: 2.67 1.36 -2.95
H: 2.00 -0.13 -3.62
H: -1.45 -3.92 0.55
H: -2.82 -4.15 -1.76
H: -3.17 -2.38 -3.84
H: -1.73 -1.35 -4.03
H: -3.18 -0.70 -3.24
H: -0.54 -3.97 2.22
H: 0.71 -4.09 4.59
H: 2.29 -2.21 5.92
H: 1.72 -0.57 5.53
H: 3.15 -1.21 4.74
O: 1.13 7.16 -3.57
C: 0.85 6.05 -3.22
S: 1.40 5.34 -1.69
C: 0.62 3.78 -1.89
C: -0.10 3.59 -3.04
S: -0.94 2.15 -3.42
S: -0.15 4.94 -4.17
S: 0.79 2.58 -0.68

natural (NBO) population analysis, charges in e, atoms 1 to 6: atom 1 (Pd): 0.78, atom 2 (C): -0.64, atom 3 (C): 0.17, atom 4 (C): -0.35, atom 5 (C): 0.02, atom 6 (N): -0.34